w.
{"formula": "C3H6OS2", "method": "the ωB97M-V functional and the def2-TZVPD basis", "e_lumo_ev": -4.6, "e_homo_ev": -7.4, "total_charge": 0, "species": ["C", "C", "O", "C", "S", "S", "H", "H", "H", "H", "H", "H"], "coordinates": [[-0.838, 0.223, 0.243], [-2.333, 0.339, 0.388], [-2.842, 1.463, -0.044], [-0.120, -0.883, 0.684], [2.414, -0.249, -1.499], [4.129, 0.786, -0.830], [-0.383, 1.063, -0.189], [-2.720, -0.564, -0.128], [-2.552, 0.160, 1.501], [-0.582, -1.485, 1.480], [0.790, -1.199, 0.160], [5.037, 0.346, -1.765]]}

x.
{"formula": "C3H6OS2", "method": "the ωB97M-V functional and the def2-TZVPD basis", "e_lumo_ev": [-1.5, -1.5], "e_homo_ev": [-9.0, -9.0], "total_charge": 0, "species": ["C", "C", "C", "O", "S", "S", "H", "H", "H", "H", "H", "H"], "coordinates": [[-1.674, 0.365, -0.069], [-1.078, -0.943, 0.000], [-0.258, 0.238, 0.417], [0.702, 0.931, -0.187], [2.360, 0.276, 0.061], [3.753, -0.997, -0.632], [-1.607, 1.063, -0.947], [-2.419, 0.804, 0.682], [-1.196, -1.708, 0.774], [-0.882, -1.642, -0.833], [-0.205, 0.328, 1.547], [2.505, 1.285, -0.813]]}

y.
{"formula": "C3H6OS2", "method": "the ωB97M-V functional and the def2-TZVPD basis", "e_lumo_ev": 0.5, "smiles": "O[C@@H]1[C@@H](S)[C@H]1S", "e_homo_ev": -8.6, "total_charge": 0, "species": ["C", "C", "C", "H", "H", "H", "H", "H", "H", "O", "S", "S"], "coordinates": [[0.573, -0.354, 0.517], [0.147, 0.819, -0.412], [-0.799, 0.066, 0.514], [1.176, -1.686, -1.661], [0.969, -0.033, 1.415], [-0.198, 0.602, -1.511], [0.432, 2.700, -0.746], [-0.894, 0.596, 1.494], [-1.850, -1.848, 0.897], [0.893, 1.911, -0.131], [1.501, -1.828, -0.110], [-1.950, -0.945, -0.265]]}

Winner for stability: y

w.
{"formula": "C5H33NO11", "method": "the ωB97M-V functional and the def2-TZVPD basis", "e_lumo_ev": 0.0, "smiles": "CCCCNCO.O.O.O.O.O.O.O.O.O.O", "e_homo_ev": -8.3, "total_charge": 0, "species": ["C", "N", "C", "O", "C", "C", "C", "H", "H", "H", "H", "H", "H", "H", "H", "H", "H", "H", "H", "H", "H", "H", "O", "H", "H", "O", "H", "H", "O", "H", "H", "O", "H", "H", "O", "H", "H", "O", "H", "H", "O", "H", "H", "O", "H", "H", "O", "H", "H", "O"], "coordinates": [[-1.529, 0.254, 0.530], [-1.768, 1.228, 1.564], [-0.669, 2.043, 2.093], [0.183, 1.429, 3.046], [-2.798, -0.468, 0.127], [-3.971, 0.527, -0.152], [-3.886, 1.408, -1.455], [-0.683, -0.381, 0.800], [-1.170, 0.808, -0.393], [-2.649, 1.661, 1.326], [-0.083, 2.385, 1.192], [-1.049, 2.852, 2.727], [0.852, 0.696, 2.834], [-2.575, -1.046, -0.805], [-3.264, -1.152, 0.886], [-4.275, 1.268, 0.610], [-4.917, -0.034, -0.106], [-4.799, 1.950, -1.581], [-3.770, 0.650, -2.225], [-3.008, 2.053, -1.288], [2.109, -0.970, 1.855], [2.443, -1.057, 3.266], [1.655, -0.837, 2.755], [-1.039, -2.430, 4.031], [-0.961, -1.510, 2.912], [-0.952, -2.476, 3.067], [2.907, 0.695, -1.325], [3.569, 1.553, -0.304], [2.777, 0.997, -0.334], [-0.765, 4.009, -2.385], [-1.181, 2.671, -2.896], [-1.502, 3.378, -2.324], [1.646, -3.734, 0.759], [2.963, -4.050, -0.105], [2.300, -3.391, 0.107], [2.493, -2.220, -2.703], [1.482, -1.311, -2.939], [2.325, -1.520, -3.367], [-0.721, -3.713, 0.659], [-0.336, -4.018, 2.028], [-0.154, -4.358, 1.098], [1.308, 1.978, -1.411], [2.061, 3.062, -2.347], [1.318, 2.453, -2.244], [2.914, 1.360, -3.574], [3.441, -0.053, -3.115], [3.378, 0.895, -2.874], [3.273, -0.395, 0.442], [3.429, -2.004, 0.575], [3.647, -1.137, 0.964]]}

x.
{"formula": "C5H33NO11", "method": "the ωB97M-V functional and the def2-TZVPD basis", "e_lumo_ev": 0.0, "smiles": "C=C(CC)NC.O.O.O.O.O.O.O.O.O.O.O", "e_homo_ev": -8.3, "total_charge": 0, "species": ["C", "C", "C", "C", "C", "N", "H", "H", "H", "H", "H", "H", "H", "H", "H", "H", "H", "H", "H", "O", "H", "H", "O", "H", "H", "O", "H", "H", "O", "H", "H", "O", "H", "H", "O", "H", "H", "O", "H", "H", "O", "H", "H", "O", "H", "H", "O", "H", "H", "O"], "coordinates": [[1.339, -0.948, -1.463], [0.495, 0.034, -2.302], [0.618, 1.428, -1.753], [1.557, 1.793, -0.877], [-1.253, 2.120, -3.235], [-0.447, 2.319, -2.029], [1.261, -2.025, -1.623], [2.339, -0.707, -1.820], [1.252, -0.988, -0.388], [-0.541, -0.289, -2.396], [0.998, 0.027, -3.266], [1.624, 2.746, -0.354], [2.207, 1.119, -0.338], [-1.052, 1.181, -3.722], [-0.994, 2.962, -3.900], [-2.323, 2.264, -3.051], [-0.319, 3.268, -1.731], [-2.548, 0.926, 3.969], [-1.795, 2.303, 3.913], [-1.739, 1.373, 4.184], [3.433, -0.273, -3.378], [2.814, 1.182, -3.355], [3.418, 0.581, -3.797], [-1.413, -2.383, -0.952], [-0.780, -3.528, -0.160], [-0.693, -2.997, -0.951], [-0.704, -0.315, 2.499], [-0.356, -0.912, 3.925], [-0.522, -1.129, 3.007], [-3.005, -1.279, -0.146], [-3.907, -1.041, -1.090], [-3.959, -1.328, -0.158], [-0.126, 1.424, 2.728], [1.352, 1.255, 2.729], [0.597, 1.166, 2.134], [-0.523, 3.083, 1.960], [-0.832, 4.357, 2.842], [-0.895, 3.415, 2.783], [1.706, -1.318, 1.623], [3.093, -1.860, 1.141], [2.615, -1.072, 1.447], [-2.254, -3.289, 2.029], [-1.692, -1.927, 1.690], [-2.174, -2.677, 1.305], [-1.453, 0.851, 0.103], [-0.191, 0.128, 0.148], [-1.072, 0.084, 0.555], [1.849, -3.381, 1.071], [2.358, -3.949, -0.228], [2.637, -3.770, 0.678]]}

Winner for stability: w

w.
{"formula": "C8H10O", "method": "the ωB97M-V functional and the def2-TZVPD basis", "e_lumo_ev": [0.4, 0.7], "e_homo_ev": [-7.2, -7.0], "total_charge": 0, "species": ["C", "C", "C", "C", "C", "C", "C", "C", "O", "H", "H", "H", "H", "H", "H", "H", "H", "H", "H"], "coordinates": [[1.592, -1.941, -0.054], [1.442, -0.777, 0.246], [-1.254, -0.346, -0.684], [-1.008, -1.209, -1.633], [-1.824, 0.293, 0.463], [-0.843, 0.183, 1.648], [1.066, 0.531, 0.446], [1.647, 1.633, -0.510], [0.249, 0.987, 1.428], [1.753, -2.997, -0.030], [0.096, -1.311, -1.641], [-1.501, -1.622, -2.545], [-1.938, 1.367, 0.192], [-2.836, -0.043, 0.561], [-1.249, 0.356, 2.736], [-0.504, -0.915, 1.627], [1.131, 2.592, -0.197], [1.225, 1.408, -1.513], [2.756, 1.810, -0.538]]}

x.
{"formula": "C8H10O", "method": "the ωB97M-V functional and the def2-TZVPD basis", "e_lumo_ev": 0.9, "smiles": "C=C[C@]12CC=CO[C@H]1C2", "e_homo_ev": -8.7, "total_charge": 0, "species": ["C", "C", "C", "C", "C", "C", "C", "C", "H", "H", "H", "H", "H", "H", "H", "H", "H", "H", "O"], "coordinates": [[-0.113, -1.098, -2.455], [0.849, -1.165, -1.446], [0.630, -0.428, -0.117], [0.103, -1.110, 1.173], [-0.744, -0.158, 1.901], [-1.235, 1.000, 1.376], [0.084, 0.786, -0.485], [1.533, 0.720, 0.053], [-0.893, -0.188, -1.998], [-0.202, -1.520, -3.432], [1.415, -2.211, -1.356], [-0.526, -1.999, 0.796], [0.829, -1.411, 1.995], [-1.567, -0.289, 2.840], [-1.752, 1.754, 1.838], [0.234, 0.951, -1.561], [2.220, 0.823, -0.690], [2.052, 0.950, 1.079], [-1.057, 1.482, 0.060]]}

Winner for stability: x

w.
{"formula": "CH3FIN", "method": "the ωB97M-V functional and the def2-TZVPD basis", "e_lumo_ev": 0.4, "smiles": "[H]/N=C\\I.F", "e_homo_ev": -9.9, "total_charge": 0, "species": ["C", "N", "F", "I", "H", "H", "H"], "coordinates": [[0.143, -0.686, 0.215], [0.356, -1.845, -0.106], [0.951, 2.259, -0.039], [-1.733, 0.221, -0.180], [0.682, 0.114, 0.613], [-0.484, -2.446, -0.302], [0.086, 2.382, -0.201]]}

x.
{"formula": "CH3FIN", "method": "the ωB97M-V functional and the def2-TZVPD basis", "e_lumo_ev": 0.5, "smiles": "N[C@H](F)I", "e_homo_ev": -9.8, "total_charge": 0, "species": ["C", "N", "F", "I", "H", "H", "H"], "coordinates": [[0.172, 0.351, 0.374], [-0.647, -0.621, -0.238], [0.025, 1.677, -0.153], [2.169, -0.226, 0.062], [0.143, 0.290, 1.511], [-0.259, -0.977, -1.145], [-1.604, -0.495, -0.411]]}

Winner for stability: x